66
Properties=species:S:1:pos:R:3:forces:R:3 method="wB97M-V/def2-TZVPD" e_above_lowest_kcal_mol=0.4 homo_ev=-7.8
C 0.02465 1.11169 3.70681 -0.02 -0.01 0.00
H 2.54184 1.86996 2.90050 0.00 0.01 -0.01
C -3.67086 -0.75087 3.49458 -0.01 0.00 -0.01
H -1.70073 -2.63340 1.47192 -0.01 0.00 0.00
C -3.13086 -1.94862 -1.58237 0.01 0.01 0.02
H -6.33914 -2.52388 -0.63264 0.01 0.00 0.00
H -4.04073 -4.48338 -3.66293 0.00 0.00 0.00
C 4.12251 3.28870 -2.14545 0.01 0.01 -0.03
N 0.45643 1.26047 1.34232 -0.07 0.26 0.44
C -2.95263 -1.84537 3.03420 0.02 0.00 -0.01
C 3.42726 1.68363 -0.53579 -0.08 -0.08 -0.01
H 2.97325 -3.46082 -1.16078 0.01 0.01 0.03
H -0.38643 3.77740 1.53773 -0.01 0.00 0.01
S -0.27875 3.42856 -3.57952 0.01 -0.09 -0.13
N 1.67843 -2.49529 -2.59435 -0.03 0.01 0.01
H -1.61940 2.72175 2.24711 0.02 0.01 0.00
H 5.40728 2.47267 -0.60886 0.00 0.00 -0.01
H -4.24541 1.27951 3.09043 0.00 0.00 0.00
H -2.13092 -3.00806 -3.15071 0.00 0.00 0.00
C 1.65463 -1.99735 -0.29232 0.04 0.09 -0.23
H -0.03863 1.67079 4.64316 0.00 0.00 0.00
C 4.42237 2.48519 -1.05219 0.04 0.00 0.02
C 1.79056 2.65569 2.79590 0.01 -0.04 0.00
C -2.26305 -1.78062 1.83038 0.00 0.00 0.03
C -3.68968 0.41735 2.74168 -0.02 -0.02 -0.01
Ta 0.52126 0.31904 -0.12296 0.32 -0.81 -0.33
C -0.62960 3.15105 2.39812 -0.01 0.01 -0.04
C -1.93773 -1.10786 -1.33365 0.11 -0.05 0.06
O 0.63536 -2.00491 0.42184 -0.06 0.34 0.08
H -2.69853 3.15201 -3.64839 0.01 0.02 0.01
C -1.81105 2.80960 -3.13957 0.00 0.12 0.09
C -2.27955 -0.61555 1.06590 0.07 0.04 0.02
C -2.99275 0.48469 1.54595 -0.02 0.00 -0.04
H -0.65456 3.77608 3.29336 0.01 0.00 0.00
H -1.30857 -1.01053 -2.22098 0.00 -0.02 -0.01
H 2.07144 3.30030 1.96031 0.00 -0.01 0.00
C 0.40986 2.04085 2.55391 0.04 -0.03 0.05
C -0.39202 1.63763 -1.67925 -0.03 0.38 -0.15
H -4.20943 -0.80568 4.43199 0.00 0.00 0.00
H 2.44073 -1.89140 -2.87288 0.00 0.00 -0.02
H -6.15905 -4.24809 -2.39884 0.00 0.00 0.00
C -1.72685 1.90856 -2.12305 0.01 -0.19 -0.09
O 2.34273 -0.91215 -0.37291 -0.31 0.03 -0.11
C -5.31550 -3.60780 -2.17446 0.01 0.00 0.00
H -2.59997 1.41961 -1.71882 -0.01 0.00 0.01
H -2.99954 1.39870 0.96163 0.00 -0.01 0.01
H 3.61528 1.02250 0.29875 -0.02 0.00 0.00
C 2.84311 3.28147 -2.65976 -0.02 0.01 -0.02
H 1.25194 -3.90927 -1.11162 0.01 -0.01 0.02
C 1.94933 -3.09377 -1.28605 0.11 -0.12 0.14
C -3.05479 -2.91251 -2.59038 0.01 0.02 -0.02
C -4.33529 -1.82099 -0.88684 -0.01 -0.01 0.01
H -2.92901 -2.75871 3.61604 0.00 0.00 0.00
N 2.18597 1.66423 -1.03369 0.24 0.09 -0.01
H 4.88350 3.91847 -2.58806 -0.01 0.01 0.01
C -5.41353 -2.64204 -1.18238 0.01 0.00 0.00
H 1.78978 3.25442 3.70904 -0.01 0.00 0.00
H -0.94264 0.64633 3.50643 0.05 0.01 0.03
C 0.47703 2.41475 -2.41357 -0.07 0.05 0.15
C 1.88096 2.46706 -2.06690 -0.05 0.01 0.06
H -4.43352 -1.07431 -0.11170 -0.01 0.00 -0.02
H 2.56944 3.90530 -3.49968 0.01 0.00 0.00
C -4.12818 -3.73914 -2.88113 -0.01 0.00 0.01
H 0.77093 0.32350 3.82047 -0.01 0.00 0.00
C -1.52174 -0.51552 -0.20647 -0.30 -0.06 -0.01
H 1.55372 -3.20686 -3.30106 0.03 0.01 0.00